No. 1
The following is a quantum chemistry calculation of one molecule with the formula CH3BrP2 in a non-equilibrium geometry, from the OMol25 dataset.

```
7
Properties=species:S:1:pos:R:3:forces:R:3
C -0.63197 -0.99506 0.09238 -1.831 2.592 -0.583
P -0.75052 2.27220 0.81378 1.912 -0.331 0.301
P -0.35766 -0.01316 1.39084 0.269 -0.007 1.423
Br -1.31226 3.78406 2.57385 0.454 -1.546 -0.860
H -0.57087 -2.05809 0.10146 0.458 -0.535 0.034
H -1.22195 -0.50043 -0.70914 0.647 -0.812 0.016
H 0.77286 2.18886 1.07347 -1.908 0.640 -0.331
```
Forces are in eV/Å.

The frontier orbital gap comes out at 7.9 eV. Its spin multiplicity is 1. As for the lowest unoccupied orbital energy: -0.970 eV. Its SMILES is C=P#[PH]Br. For the energy above the lowest of the compared OMol25 structures with the same formula, charge and spin, the calculation gives 53.4 kJ/mol.

No. 2
The following is a quantum chemistry calculation of a 2-piece molecular cluster, CH2NO2 overall in a non-equilibrium geometry, from the OMol25 dataset.

```
6
Properties=species:S:1:pos:R:3:forces:R:3
C -1.57773 0.15731 -0.16880 -2.074 -0.312 1.529
N -0.72568 0.71110 -0.70861 3.394 1.395 -2.052
O -2.50718 -0.27435 0.45553 -1.198 -1.123 0.641
O 1.92556 -0.12613 -0.07768 -0.510 -1.056 1.910
H 1.89723 -0.70142 0.77475 -0.397 1.759 -2.448
H 0.98779 0.23350 -0.27519 0.786 -0.663 0.419
```
Forces are in eV/Å.

The frontier orbital gap comes out at 8.6 eV. Its spin multiplicity is 1. As for the lowest unoccupied orbital energy: 4.484 eV. Its charge is -1. For the energy above the lowest of the compared OMol25 structures with the same formula, charge and spin, the calculation gives 31.2 kJ/mol.

No. 3
The following is a quantum chemistry calculation of one molecule with the formula C20H16ClN5O3 in a non-equilibrium geometry, from the OMol25 dataset.

```
45
Properties=species:S:1:pos:R:3:forces:R:3
O 3.13698 3.10489 2.82630 -1.105 0.853 -0.899
Cl -0.79041 -8.37832 -1.96876 -0.119 0.796 0.121
N -0.56522 0.28214 1.03069 -1.025 0.671 -0.376
N 1.09966 4.59870 0.21028 0.600 0.160 0.150
N 0.13767 -0.74848 0.53672 -1.216 -0.941 -0.708
O -3.58907 -0.00862 -0.94013 -0.267 -0.021 -1.267
O -2.55966 1.62203 1.14167 0.299 -0.674 -0.303
C 2.81823 3.71457 1.80016 3.026 -0.557 -0.265
C -3.63185 -0.93814 -1.96576 0.685 -1.736 0.008
C -2.54936 -1.77108 -1.94060 0.002 0.301 0.039
C -0.17911 4.73872 -0.16744 0.571 -0.436 0.932
C -1.80372 0.59468 0.62252 1.001 0.409 1.220
C 1.40518 3.89620 1.31616 -1.908 -0.066 -0.111
C -0.42733 -1.59352 -0.37523 0.489 1.622 1.362
C -1.42246 -5.90141 -0.87905 0.318 -1.278 0.790
C 0.53759 -6.02746 -2.25358 1.208 0.169 -0.171
C -1.09266 -4.61683 -0.48376 0.038 0.893 -0.234
C 0.83216 -4.68312 -1.94190 -0.286 -0.497 0.099
C -1.22836 4.15847 0.54410 -0.277 0.113 -0.913
C 0.38371 3.22794 2.01072 0.456 0.267 -0.266
C -0.54880 -6.65253 -1.68197 -0.394 0.397 -0.229
C -2.38480 -0.16506 -0.36272 0.323 -1.454 -0.419
C -1.70041 -1.26982 -0.87444 -0.592 -0.077 -0.544
C 0.02908 -3.95459 -1.07488 -1.443 -1.065 0.272
C -0.93993 3.33551 1.61366 0.371 -0.267 -0.058
N 0.37777 -2.62938 -0.81731 0.465 0.348 0.200
N 3.82234 4.19593 0.95503 -1.096 -0.092 0.677
C -2.01374 2.43112 2.17800 0.794 0.119 0.338
C 5.26108 3.97035 1.11985 -0.320 -0.484 -0.239
H -4.47745 -1.09763 -2.64578 0.106 0.916 0.801
H -2.32463 -2.62869 -2.59587 -0.343 0.729 0.428
H -0.34866 5.30632 -1.07135 -0.042 0.073 -0.021
H -2.24120 -6.44976 -0.39158 0.258 0.491 -0.283
H 1.21302 -6.61646 -2.90316 -0.448 0.531 0.469
H -1.71116 -4.13836 0.30439 0.501 -0.136 -0.804
H 1.71554 -4.15619 -2.28886 -0.038 -0.376 -0.432
H -2.25174 4.23428 0.16142 0.355 0.071 0.194
H 0.65080 2.56058 2.79716 0.213 -0.308 0.517
H 1.35989 -2.50913 -0.59924 -0.220 0.272 0.079
H 3.51095 4.47140 0.04780 -0.218 0.336 -0.336
H -1.59743 1.78644 2.95765 -0.003 0.132 -0.022
H -2.81976 3.03431 2.60704 -0.126 -0.333 -0.294
H 5.62478 4.27657 2.10390 -0.199 0.174 -0.189
H 5.47390 2.89610 1.02971 0.070 0.173 0.022
H 5.80861 4.49734 0.30844 -0.464 -0.219 0.663
```
Forces are in eV/Å.

The frontier orbital gap comes out at 8.5 eV. Its spin multiplicity is 1. As for the lowest unoccupied orbital energy: 0.341 eV. Its SMILES is CNC(=O)c1cc(COc2nnc(Nc3ccc(Cl)cc3)c3ccoc23)ccn1. For the energy above the lowest of the compared OMol25 structures with the same formula, charge and spin, the calculation gives 160.3 kJ/mol.

Question: What is the formula in the second record?
Answer: CH2NO2